Entry 1:
The following is a quantum chemistry calculation of an isolated ion of composition C3H3F7P and charge +1 in a non-equilibrium geometry, from the Open Molecules 2025 dataset.

## Properties
Highest occupied orbital energy: -16.8 eV
HOMO-LUMO gap: 11.6 eV
Total charge: +1
Energy above the lowest of the compared OMol25 structures with the same formula, charge and spin: 98.2 kJ/mol
Total energy: -31463.69104 eV
Largest force on an atom: 2.92 eV/A

Cartesian coordinates (Å):
C 2.206 -0.035 -0.122
C -1.627 -0.970 0.211
C -1.268 0.249 -0.688
F -2.233 -1.836 -0.525
F -0.442 -1.461 0.593
F -2.296 -0.587 1.290
F -1.202 0.059 -1.992
F -2.077 1.246 -0.426
F 0.711 2.405 0.112
F 0.519 0.584 1.715
P 0.684 0.838 0.207
H 1.816 -0.778 -0.806
H 2.357 -0.437 0.858
H 2.852 0.721 -0.428

Atomic partial charges in e from the natural (NBO) method, atoms 1 to 8: -0.9624, 0.9051, 0.5730, -0.2530, -0.3219, -0.2638, -0.2560, -0.2643

Entry 2:
The following is a quantum chemistry calculation of C3H3FKO2 as an isolated structure in a non-equilibrium geometry, from the Open Molecules 2025 dataset.

## Properties
Highest occupied orbital energy: -13.6 eV
HOMO-LUMO gap: 9.4 eV
Total charge: +1
Energy above the lowest of the compared OMol25 structures with the same formula, charge and spin: 115.0 kJ/mol
Total energy: -26285.91090 eV
Largest force on an atom: 5.68 eV/A

Cartesian coordinates (Å):
F -0.382 -2.313 2.023
H -1.121 -1.717 1.352
H 0.401 1.112 1.511
O 1.048 0.559 -0.425
O -0.981 0.323 -1.049
C 0.271 0.327 0.757
C -1.062 0.109 0.259
C 0.298 0.646 -1.454
H 0.465 -0.784 1.430
K 1.064 1.740 -4.405

Atomic partial charges in e from the natural (NBO) method, atoms 1 to 8: -0.5845, 0.5651, 0.2981, -0.4347, -0.4992, -0.3676, 0.2790, 0.3881

Entry 3:
The following is a quantum chemistry calculation of C3H3FLiO2 as an isolated structure in a non-equilibrium geometry, from the Open Molecules 2025 dataset.

## Properties
Highest occupied orbital energy: -1.8 eV
HOMO-LUMO gap: 4.2 eV
Total charge: -1
Total energy: -10171.99624 eV
Largest force on an atom: 4.28 eV/A

Cartesian coordinates (Å):
C -0.377 0.527 0.908
C 0.344 -0.638 0.286
O 1.791 -0.313 0.053
C 1.368 -0.910 -0.990
H 0.089 1.513 0.659
H -0.103 0.531 1.990
H 0.209 -1.586 0.822
O -1.730 0.580 0.612
F -1.779 0.508 -1.892
Li 0.188 -0.211 -2.448

Atomic partial charges in e from the natural (NBO) method, atoms 1 to 8: -0.1090, -0.0162, -0.4339, 0.0895, 0.1021, 0.0960, 0.1636, -0.8602

Entry 4:
The following is a quantum chemistry calculation of C3H3FN2 as an isolated structure in a non-equilibrium geometry, from the Open Molecules 2025 dataset.

## Properties
Highest occupied orbital energy (spin up / spin down): -8.0 / -8.5 eV
HOMO-LUMO gap (spin up / spin down): 7.3 / 7.8 eV
Energy above the lowest of the compared OMol25 structures with the same formula, charge and spin: 626.8 kJ/mol
Total energy: -8850.58189 eV
Largest force on an atom: 3.41 eV/A

Cartesian coordinates (Å):
C 0.443 0.820 -0.727
C 0.561 -0.349 0.253
C -0.782 -0.131 0.540
N -1.001 0.849 -0.427
N 1.627 -1.069 0.307
F 1.297 -2.253 1.045
H 0.782 0.959 -1.745
H -1.170 -0.332 1.474
H -1.757 1.506 -0.721

Atomic partial charges in e from the natural (NBO) method, atoms 1 to 8: -0.0178, 0.0703, -0.1034, -0.5320, 0.0337, -0.2806, 0.1834, 0.2068

Entry 5:
The following is a quantum chemistry calculation of a 2-piece molecular cluster, C3H3FN2 overall in a non-equilibrium geometry, from the Open Molecules 2025 dataset.

## Properties
Highest occupied orbital energy (spin up / spin down): -8.0 / -8.0 eV
HOMO-LUMO gap (spin up / spin down): 8.0 / 8.0 eV
Energy above the lowest of the compared OMol25 structures with the same formula, charge and spin: 735.8 kJ/mol
Total energy: -8849.45245 eV
Largest force on an atom: 5.23 eV/A

Cartesian coordinates (Å):
C -1.578 -1.383 0.285
C -1.228 -0.228 0.124
C 1.267 0.776 0.167
N 1.441 -0.247 -0.402
N -0.826 0.997 0.063
F -1.087 1.863 -0.982
H -1.937 -2.319 0.530
H 1.776 1.513 0.638
H 2.172 -0.971 -0.423

Atomic partial charges in e from the natural (NBO) method, atoms 1 to 8: -0.3016, 0.0981, 0.3572, -0.5760, -0.1756, -0.2384, 0.2257, 0.1903

Entry 6:
The following is a quantum chemistry calculation of a 2-piece molecular cluster, C3H3FN2O3 overall in a non-equilibrium geometry, from the Open Molecules 2025 dataset.

## Properties
Highest occupied orbital energy: -9.9 eV
HOMO-LUMO gap: 9.6 eV
Energy above the lowest of the compared OMol25 structures with the same formula, charge and spin: 35.0 kJ/mol
Total energy: -14993.99382 eV
Largest force on an atom: 4.39 eV/A

Cartesian coordinates (Å):
F -1.259 -0.813 0.332
C -0.032 -0.391 0.820
C 0.867 0.363 0.091
N 1.971 0.367 0.841
O 1.800 -0.257 2.002
C 0.529 -0.729 2.015
H 0.770 0.796 -0.867
H 0.208 -1.374 2.744
O -2.849 0.944 -0.353
N -2.702 1.517 -1.399
O -1.337 1.684 -1.802
H -1.185 1.858 -2.801

Atomic partial charges in e from the natural (NBO) method, atoms 1 to 8: -0.3153, 0.2737, -0.1134, -0.0991, -0.2271, 0.0237, 0.2429, 0.2106

Entry 7:
The following is a quantum chemistry calculation of C3H3FN2OS as an isolated structure in a non-equilibrium geometry, from the Open Molecules 2025 dataset.

## Properties
Highest occupied orbital energy: -8.1 eV
HOMO-LUMO gap: 7.3 eV
Energy above the lowest of the compared OMol25 structures with the same formula, charge and spin: 312.5 kJ/mol
Total energy: -21736.49685 eV
Largest force on an atom: 9.44 eV/A

Cartesian coordinates (Å):
C 0.145 -0.894 0.029
C 1.672 0.298 -0.413
C 0.642 1.089 -0.094
H -1.441 -2.092 0.206
H 0.444 2.191 -0.307
H -2.759 0.418 1.332
N 1.332 -0.977 -0.409
N -0.336 0.372 0.279
O -0.485 -2.094 0.189
F 2.835 0.650 -0.720
S -2.048 1.039 -0.092

Atomic partial charges in e from the natural (NBO) method, atoms 1 to 8: 0.5992, 0.4760, -0.2326, 0.4870, 0.2172, 0.1803, -0.4743, -0.4554

Entry 8:
The following is a quantum chemistry calculation of a 2-piece molecular cluster, C3H3FO2 overall in a non-equilibrium geometry, from the Open Molecules 2025 dataset.

## Properties
Highest occupied orbital energy (spin up / spin down): -6.2 / -11.3 eV
2S+1: 3
HOMO-LUMO gap (spin up / spin down): 7.2 / 8.1 eV
Energy above the lowest of the compared OMol25 structures with the same formula, charge and spin: 307.4 kJ/mol
Total energy: -9964.36189 eV
Largest force on an atom: 5.12 eV/A

Cartesian coordinates (Å):
C -0.580 0.031 -2.605
C -0.425 0.432 0.307
C 0.406 -0.001 -0.803
O -0.238 -0.019 -3.715
O 0.480 1.273 -0.392
F -1.878 -0.065 -2.238
H -1.510 0.836 0.256
H -0.109 0.092 1.228
H 1.171 -0.777 -0.583

Atomic partial charges in e from the natural (NBO) method, atoms 1 to 8: 0.7266, -0.1526, 0.0597, -0.4680, -0.3927, -0.3386, 0.1950, 0.1784

Entry 9:
The following is a quantum chemistry calculation of C3H3FO2Pd as an isolated structure in a non-equilibrium geometry, from the Open Molecules 2025 dataset.

## Properties
Highest occupied orbital energy (spin up / spin down): -21.6 / -22.4 eV
2S+1: 3
HOMO-LUMO gap (spin up / spin down): 10.4 / 8.1 eV
Total charge: +2
Energy above the lowest of the compared OMol25 structures with the same formula, charge and spin: 435.5 kJ/mol
Total energy: -13421.53085 eV
Largest force on an atom: 6.74 eV/A

Cartesian coordinates (Å):
H 0.340 -1.839 -0.277
F -1.222 1.417 -0.362
O -0.317 -0.113 1.082
O 1.246 0.113 -0.437
C -1.026 0.103 -0.164
C 0.082 -0.541 -1.001
C 0.767 -0.711 0.562
H -1.980 -0.434 -0.148
H 0.186 -0.537 -2.084
Pd 2.715 0.142 0.614

Atomic partial charges in e from the natural (NBO) method, atoms 1 to 8: 0.3569, -0.2333, -0.4068, -0.5324, 0.4207, 0.0651, 0.4049, 0.2614

Entry 10:
The following is a quantum chemistry calculation of an isolated molecule of C3H3FP2 in a non-equilibrium geometry, from the Open Molecules 2025 dataset.

## Properties
Highest occupied orbital energy: -8.9 eV
HOMO-LUMO gap: 8.8 eV
Energy above the lowest of the compared OMol25 structures with the same formula, charge and spin: 144.1 kJ/mol
Total energy: -24450.99698 eV
Largest force on an atom: 3.83 eV/A

Cartesian coordinates (Å):
C -0.086 -1.178 0.166
C 0.486 1.550 0.091
C -1.305 -0.731 -0.022
F -2.447 -1.380 -0.146
P -1.149 1.781 -0.102
P 1.296 -0.044 0.431
H 0.156 -2.229 0.292
H 1.173 2.386 0.136
H 1.877 -0.155 -0.845

Atomic partial charges in e from the natural (NBO) method, atoms 1 to 8: -0.7236, -1.0005, 0.3415, -0.3262, 0.6040, 0.6260, 0.2482, 0.2496

Entry 11:
The following is a quantum chemistry calculation of C3H3GaO2 as an isolated structure in a non-equilibrium geometry, from the Open Molecules 2025 dataset.

## Properties
Highest occupied orbital energy (spin up / spin down): -22.9 / -20.0 eV
HOMO-LUMO gap (spin up / spin down): 10.5 / 5.1 eV
Total charge: +2
Energy above the lowest of the compared OMol25 structures with the same formula, charge and spin: 213.0 kJ/mol
Total energy: -59605.92339 eV
Largest force on an atom: 7.27 eV/A

Cartesian coordinates (Å):
C -1.342 -0.393 0.021
C -2.016 0.769 0.064
H -2.987 0.876 -0.422
H -1.813 -1.353 -0.193
H -1.604 1.633 0.587
O 0.867 -1.312 0.177
C 0.117 -0.329 -0.129
O 0.674 0.821 -0.249
Ga 2.185 -0.086 -0.072

Atomic partial charges in e from the natural (NBO) method, atoms 1 to 8: -0.0024, 0.0873, 0.3073, 0.3213, 0.2851, -0.6128, 0.6841, -0.6948

Entry 12:
The following is a quantum chemistry calculation of C3H3GaO2 as an isolated structure in a non-equilibrium geometry, from the Open Molecules 2025 dataset.

## Properties
Highest occupied orbital energy (spin up / spin down): -25.1 / -25.1 eV
2S+1: 2
HOMO-LUMO gap (spin up / spin down): 7.1 / 5.6 eV
Total charge: +3
Energy above the lowest of the compared OMol25 structures with the same formula, charge and spin: 311.1 kJ/mol
Total energy: -59583.72380 eV
Largest force on an atom: 8.52 eV/A

Cartesian coordinates (Å):
C 1.485 0.688 -0.428
C 1.028 -0.180 0.552
H 1.861 1.711 -0.460
H 0.814 0.207 1.559
H 1.250 -1.252 0.494
O -0.378 0.772 -1.305
C -0.939 0.025 -0.531
Ga -3.118 -1.552 0.364
O -2.004 -0.420 -0.245

Atomic partial charges in e from the Löwdin method, atoms 1 to 8: 0.5913, 0.1046, 0.1944, 0.1811, 0.1654, 0.2712, -0.2026, 1.5429

Question: Among the records above, which one has the lowest total energy?
Answer: number 11

Please write out number 1 again, unchanged.
The following is a quantum chemistry calculation of an isolated ion of composition C3H3F7P and charge +1 in a non-equilibrium geometry, from the Open Molecules 2025 dataset.

## Properties
Highest occupied orbital energy: -16.8 eV
HOMO-LUMO gap: 11.6 eV
Total charge: +1
Energy above the lowest of the compared OMol25 structures with the same formula, charge and spin: 98.2 kJ/mol
Total energy: -31463.69104 eV
Largest force on an atom: 2.92 eV/A

Cartesian coordinates (Å):
C 2.206 -0.035 -0.122
C -1.627 -0.970 0.211
C -1.268 0.249 -0.688
F -2.233 -1.836 -0.525
F -0.442 -1.461 0.593
F -2.296 -0.587 1.290
F -1.202 0.059 -1.992
F -2.077 1.246 -0.426
F 0.711 2.405 0.112
F 0.519 0.584 1.715
P 0.684 0.838 0.207
H 1.816 -0.778 -0.806
H 2.357 -0.437 0.858
H 2.852 0.721 -0.428

Atomic partial charges in e from the natural (NBO) method, atoms 1 to 8: -0.9624, 0.9051, 0.5730, -0.2530, -0.3219, -0.2638, -0.2560, -0.2643

Question: What is the largest force on an atom in the twelfth record?
Answer: 8.52 eV/A

Question: What is the total energy in the first record?
Answer: -31463.69104 eV